Record 1
A structure of composition C41H41BrCl4F7HfN5O5P2S. Source: OMol25; level of theory: ωB97M-V/def2-TZVPD.

The geometry in XYZ format:
```
108
Properties=species:S:1:pos:R:3:mulliken_charge:R:1
Hf 0.162 -0.091 1.328 0.4000
Cl -0.479 6.483 3.021 -0.2173
C 0.171 4.985 2.467 0.4469
C 1.543 4.825 2.323 0.4179
Cl 2.615 6.120 2.703 -0.2150
C 2.057 3.609 1.862 0.3987
Cl 3.752 3.376 1.644 -0.2180
C 1.211 2.554 1.560 -0.9671
O 1.633 1.370 1.113 0.0870
C -0.184 2.715 1.709 0.1108
O -0.947 1.650 1.403 -0.4586
C -0.690 3.927 2.154 0.4127
Cl -2.402 4.122 2.250 -0.2079
F -7.587 1.178 0.170 -0.2959
C -6.439 0.719 0.664 0.5013
C -6.371 0.271 1.968 0.2982
F -7.457 0.293 2.740 -0.2972
C -5.172 -0.206 2.460 0.1197
F -5.186 -0.643 3.724 -0.3884
C -4.008 -0.243 1.700 -0.3801
P -2.432 -0.883 2.420 0.9835
C -2.739 -2.663 2.613 0.5076
C -3.510 -3.213 3.639 -0.2302
C -3.707 -4.584 3.694 -0.8267
C -3.145 -5.411 2.729 -0.4903
C -2.372 -4.869 1.714 -0.8187
C -2.160 -3.498 1.657 -0.3542
C -2.383 -0.149 4.077 0.7022
C -1.787 -0.859 5.118 -1.0784
C -1.558 -0.241 6.339 -0.5812
C -1.915 1.086 6.524 -0.6743
C -2.505 1.796 5.486 -0.7621
C -2.738 1.182 4.266 -0.8168
C -4.113 0.202 0.379 0.4682
Br -2.659 0.157 -0.819 0.1852
C -5.308 0.676 -0.125 0.1629
F -5.406 1.098 -1.386 -0.3246
H -3.942 -2.578 4.399 0.4303
H -4.299 -5.008 4.495 0.4295
H -3.302 -6.481 2.779 0.3977
H -1.911 -5.509 0.972 0.4985
H -1.520 -3.088 0.885 0.2002
H -1.492 -1.893 4.975 0.5444
H -1.084 -0.797 7.137 0.4547
H -1.729 1.569 7.475 0.4063
H -2.773 2.837 5.618 0.4650
H -3.167 1.753 3.454 0.4325
N 0.339 -2.877 -0.711 -0.7443
C 0.123 -1.730 -0.204 0.5968
H 0.754 -2.837 -1.647 -0.0061
F 3.673 0.112 3.162 -0.2283
C 2.979 -0.993 2.972 0.8801
F 2.748 -1.136 1.634 -0.3264
F 3.684 -2.033 3.383 -0.2447
S 1.313 -0.951 3.792 0.9301
O 1.479 -1.384 5.131 -0.6699
O 0.829 0.409 3.534 -0.6637
O 0.554 -1.801 2.850 -0.6396
N 0.491 -0.443 -0.764 1.4797
P 1.348 -0.087 -2.070 -2.3528
N 1.051 1.466 -2.484 1.2038
C 1.504 1.893 -3.821 -0.6311
C 1.676 3.404 -3.854 -1.0960
C 0.353 4.118 -3.556 -0.6901
C -0.435 3.400 -2.442 -1.0315
C 0.466 2.498 -1.616 1.2591
N 0.884 -1.070 -3.296 1.2710
C 1.736 -1.570 -4.379 -0.6036
C 1.257 -2.959 -4.766 -0.7641
C -0.182 -2.903 -5.324 -0.6665
C -0.891 -1.604 -4.917 -1.2154
C -0.575 -1.212 -3.482 0.1187
N 2.979 -0.283 -1.977 0.5159
C 3.765 0.847 -1.414 0.2845
C 5.235 0.443 -1.294 -0.8671
C 5.630 -0.451 -2.465 -0.7126
C 4.878 -1.789 -2.379 -0.8509
C 3.532 -1.608 -1.669 -0.1172
H 0.776 1.584 -4.582 0.3401
H 2.451 1.400 -4.063 0.4940
H 2.064 3.699 -4.830 0.4764
H 2.434 3.686 -3.117 0.2717
H -0.251 4.158 -4.465 0.3509
H 0.559 5.152 -3.274 0.3470
H -1.230 2.782 -2.872 0.2698
H -0.921 4.118 -1.779 0.4826
H -0.112 2.008 -0.838 -1.3393
H 1.248 3.084 -1.123 0.2437
H 2.767 -1.581 -4.042 0.1116
H 1.697 -0.902 -5.248 0.3609
H 1.289 -3.586 -3.869 0.1749
H 1.942 -3.405 -5.488 0.5378
H -0.750 -3.763 -4.966 0.3320
H -0.166 -2.971 -6.413 0.3525
H -1.972 -1.706 -5.020 0.4355
H -0.593 -0.790 -5.583 0.3343
H -0.970 -1.962 -2.789 0.1436
H -1.062 -0.260 -3.245 0.0865
H 3.374 1.161 -0.446 -0.7359
H 3.680 1.692 -2.099 0.1027
H 5.412 -0.082 -0.350 0.2481
H 5.839 1.349 -1.261 0.5674
H 6.707 -0.622 -2.484 0.4515
H 5.374 0.060 -3.397 0.3055
H 5.464 -2.522 -1.820 0.4585
H 4.731 -2.202 -3.379 0.3049
H 3.654 -1.720 -0.590 -0.0513
H 2.824 -2.378 -1.975 0.2654
```

- HOMO: -7.8 eV
- Relative energy (zero: lowest compared OMol25 entry of this formula, charge and spin): 0.0 kcal per mole
- Energy: -230750.5805 eV
- Charge: 0



Record 2
A structure of composition C4H8O2S2 in a non-equilibrium geometry. Source: OMol25; level of theory: ωB97M-V/def2-TZVPD.

The geometry in XYZ format:
```
16
Properties=species:S:1:pos:R:3:mulliken_charge:R:1
C -0.710 1.337 -0.392 -0.5217
C 0.704 1.364 0.181 -0.4684
C 0.523 -1.378 0.383 -0.5336
C -0.708 -1.362 -0.780 -0.8928
H -1.175 2.176 0.282 0.2972
H -0.688 1.608 -1.455 0.4569
H 1.427 2.050 -0.455 0.2302
H 0.685 1.851 1.440 0.3365
H 0.960 -2.403 0.604 0.3748
H -0.044 -1.171 1.365 0.3590
H -0.456 -1.178 -1.717 0.5709
H -1.227 -2.380 -0.806 0.3275
O -1.934 -0.223 1.339 -0.6185
O 2.961 -0.181 0.466 -0.6591
S -1.833 -0.004 -0.196 0.3834
S 1.516 -0.108 -0.259 0.3579
```

- HOMO: -9.0 eV
- Relative energy (zero: lowest compared OMol25 entry of this formula, charge and spin): 119.8 kcal per mole
- Energy: -30038.5956 eV
- Charge: 0



Record 3
A structure of composition H3O2PS in a non-equilibrium geometry. Source: OMol25; level of theory: ωB97M-V/def2-TZVPD.

The geometry in XYZ format:
```
7
Properties=species:S:1:pos:R:3:mulliken_charge:R:1
O -0.755 -0.389 -1.571 -0.4739
O -0.744 -1.148 0.891 -0.6705
P 0.469 0.379 -1.121 0.4988
S 2.188 -0.895 -0.726 -0.2530
H -0.592 -2.028 1.771 0.3318
H -1.285 -1.564 0.118 0.3709
H 1.343 -1.928 -0.637 0.1960
```

- HOMO: -9.8 eV
- Relative energy (zero: lowest compared OMol25 entry of this formula, charge and spin): 63.9 kcal per mole
- Energy: -24266.6076 eV
- Charge: 0



Record 4
An isolated molecule of C4H7NO. Source: OMol25; level of theory: ωB97M-V/def2-TZVPD.

The geometry in XYZ format:
```
13
Properties=species:S:1:pos:R:3:mulliken_charge:R:1
C -1.062 0.732 -1.242 -0.9582
C -0.679 -0.629 -0.608 -0.1619
N 0.771 -0.551 -0.577 -0.5130
C 1.409 -0.192 0.458 0.0570
C 0.964 -0.145 1.887 0.0013
O 1.704 0.276 2.746 -0.4535
H -1.566 0.595 -2.200 0.2689
H -0.143 1.292 -1.449 0.3251
H -1.677 1.344 -0.580 0.2899
H -1.165 -0.813 0.364 0.1792
H -0.982 -1.447 -1.268 0.2923
H 2.448 0.114 0.322 0.3573
H -0.022 -0.575 2.146 0.3155
```

- HOMO: -9.5 eV
- Relative energy (zero: lowest compared OMol25 entry of this formula, charge and spin): 49.5 kcal per mole
- Energy: -7797.4993 eV
- SMILES: CC/N=C\C=O
- Charge: 0



Record 5
A cluster of 7 separate species, CH16O6 in total in a non-equilibrium geometry. Source: OMol25; level of theory: ωB97M-V/def2-TZVPD.

The geometry in XYZ format:
```
23
Properties=species:S:1:pos:R:3:mulliken_charge:R:1
C -0.560 0.910 -3.032 -0.9036
H -0.818 1.417 -2.108 0.1600
H -1.462 0.749 -3.624 0.2858
H -0.101 -0.069 -2.894 0.1691
H 0.024 1.551 -3.692 0.2926
O -0.644 -2.274 0.188 -0.6612
H -0.424 -2.620 -0.683 0.2638
H 0.053 -1.598 0.331 0.4212
O -1.840 2.470 1.587 -0.7147
H -2.459 2.628 0.861 0.2980
H -2.001 1.495 1.642 0.4550
O 0.844 1.709 1.376 -0.7053
H 1.316 2.186 2.070 0.2891
H -0.120 1.818 1.489 0.3454
O 3.285 -1.840 -1.613 -0.6603
H 3.464 -1.103 -2.209 0.3323
H 2.778 -2.480 -2.129 0.3139
O -2.585 -0.119 1.021 -0.6867
H -1.895 -0.810 0.975 0.3391
H -3.346 -0.453 1.500 0.2979
O 1.541 -0.803 0.682 -0.6915
H 2.283 -0.893 0.072 0.3592
H 1.398 0.157 0.802 0.4012
```

- HOMO: -11.0 eV
- Relative energy (zero: lowest compared OMol25 entry of this formula, charge and spin): 8.8 kcal per mole
- Energy: -13582.2355 eV
- SMILES: C.O.O.O.O.O.O
- Charge: 0



Record 6
An isolated molecule of C6H6S in a non-equilibrium geometry. Source: OMol25; level of theory: ωB97M-V/def2-TZVPD.

The geometry in XYZ format:
```
13
Properties=species:S:1:pos:R:3:mulliken_charge:R:1
C 0.768 0.590 -1.085 -0.3426
C -0.339 0.022 -1.440 -0.4314
C -0.926 -0.857 -0.374 -0.3263
S -2.333 -1.303 0.795 -0.1253
C -0.903 -0.292 0.944 -0.0147
C 0.526 0.074 1.354 -0.3504
C 1.341 0.349 0.274 -0.4495
H 1.305 1.133 -1.704 0.5264
H -1.020 0.483 -2.288 0.2600
H -0.129 -1.582 -0.271 0.3035
H -1.395 0.707 0.916 0.2025
H 0.727 0.157 2.453 0.3279
H 2.378 0.518 0.426 0.4199
```

- HOMO: -8.7 eV
- Relative energy (zero: lowest compared OMol25 entry of this formula, charge and spin): 103.8 kcal per mole
- Energy: -17149.9036 eV
- SMILES: C1=C[C@@H]2S[C@H]2C=C1
- Charge: 0



Record 7
A cluster of 5 separate species, H10O5 in total in a non-equilibrium geometry. Source: OMol25; level of theory: ωB97M-V/def2-TZVPD.

The geometry in XYZ format:
```
15
Properties=species:S:1:pos:R:3:mulliken_charge:R:1
O -2.437 -0.661 -1.039 -0.6546
H -3.217 -0.086 -1.216 0.3134
H -1.999 -0.120 -0.279 0.3346
O 0.964 -1.664 1.875 -0.6122
H 1.405 -2.532 1.907 0.2905
H 1.593 -0.993 1.593 0.3137
O -0.433 1.115 2.504 -0.5927
H -0.418 1.971 3.035 0.3097
H -0.341 1.411 1.598 0.3148
O 0.419 1.088 -0.350 -0.5871
H 0.486 0.535 -1.104 0.3510
H 0.607 1.984 -0.569 0.2462
O 1.337 -0.063 -2.781 -0.6629
H 1.590 0.402 -3.662 0.3073
H 1.486 -1.087 -2.976 0.3283
```

- HOMO: -10.8 eV
- Relative energy (zero: lowest compared OMol25 entry of this formula, charge and spin): 37.8 kcal per mole
- Energy: -10399.2087 eV
- SMILES: O.O.O.O.O
- Charge: 0